(1)
Here is 7 unconnected molecules or ions with the total composition C33H49B2N6O6 in a non-equilibrium geometry from the Open Molecules 2025 dataset. Energies are from wB97M-V/def2-TZVPD.

Computed properties:
**Molecular weight**: 647.415 g mol⁻¹
**2S+1**: 1
**Total charge**: -1

Geometry as XYZ:
```
96
Properties=species:S:1:pos:R:3:forces:R:3
C 0.56924 0.75343 -0.65150 1.165 0.445 -0.465
C 2.06442 0.45392 -1.22128 -1.059 -0.235 0.604
O 2.68904 1.74914 -1.38296 0.145 -1.412 -0.728
B 3.03608 2.02265 -2.77780 1.401 -0.823 0.802
O 4.31073 1.44402 -3.25442 -1.829 -0.565 0.919
B 2.13556 2.95594 -3.82523 -0.202 -0.124 0.446
O 0.65068 2.93737 -3.62620 -1.263 -1.523 -1.995
C 0.16591 2.83036 -4.97371 0.027 0.304 -0.432
C 1.22758 1.95921 -5.81880 0.332 0.382 2.290
C 1.25790 0.36029 -5.66151 -0.883 -0.439 -1.034
C -0.17979 -0.34736 -5.53589 0.328 -1.371 0.303
C -0.69731 -0.53562 -4.00606 -0.887 0.367 -0.442
C -2.12308 0.20674 -3.73202 1.467 -1.178 -0.014
O -1.80621 1.35760 -2.88002 -3.680 0.896 -1.911
C -2.76204 2.39831 -3.08296 1.732 2.357 3.544
O -2.76214 3.32976 -2.24551 -0.472 -3.281 -3.236
O 2.44782 2.36725 -5.16146 -1.069 0.281 -2.329
H -0.14010 -0.12474 -0.83129 0.883 1.170 0.378
H 0.22456 1.71461 -1.17937 0.281 -1.629 0.641
H 0.69898 0.99751 0.45469 -0.461 -0.457 -1.276
H 2.63166 -0.20764 -0.46130 -0.612 1.009 -1.136
H 2.01774 -0.16044 -2.19160 0.081 0.957 1.195
H 4.07278 0.56962 -3.64208 0.465 0.953 0.180
H 2.42722 4.10742 -3.63601 0.699 0.876 -0.397
H 0.13382 3.91708 -5.37717 0.167 -1.608 0.001
H -0.88527 2.40683 -5.16130 1.073 0.428 0.913
H 1.05940 2.22146 -6.91819 0.780 -0.182 1.144
H 1.96370 0.00521 -4.82040 -1.286 0.845 -1.076
H 1.73710 -0.04533 -6.63359 -0.651 0.629 1.458
H -0.04952 -1.42207 -5.94022 -0.269 1.601 0.441
H -0.99372 0.13129 -6.19390 1.313 -0.468 1.009
H 0.10157 -0.10808 -3.30374 -1.387 -0.567 -0.878
H -0.89935 -1.64278 -3.75132 0.649 1.615 -0.525
H -2.61160 0.51925 -4.71658 0.688 -0.274 1.317
H -2.82604 -0.52800 -3.19135 0.916 1.277 -0.618
H -3.47182 2.40755 -3.99198 1.264 -0.548 1.144
N 3.35362 -3.58400 -2.00499 0.019 -0.029 0.007
C 4.05614 -2.90389 -2.96463 -0.036 0.049 -0.066
C 5.18019 -2.38176 -2.37501 -0.032 0.017 -0.258
C 5.16002 -2.76488 -1.01115 -0.097 -0.143 0.207
C 4.02290 -3.50893 -0.81220 -0.009 0.021 0.072
H 2.48169 -4.06447 -2.15344 0.158 0.103 0.026
H 3.69374 -2.84929 -3.98016 0.052 0.032 0.084
H 5.93516 -1.78966 -2.87064 -0.095 -0.016 0.057
H 5.89594 -2.52319 -0.25860 -0.085 0.007 -0.068
H 3.63217 -3.98820 0.07265 0.051 0.070 -0.063
N -2.69153 0.29705 1.13501 -0.120 -0.097 0.104
C -2.07813 -0.50971 2.05429 0.079 -0.047 -0.116
C -2.89844 -0.60189 3.15226 0.135 -0.195 -0.023
C -4.05345 0.17454 2.88189 -0.273 0.050 -0.120
C -3.89809 0.71516 1.62766 0.007 0.031 -0.145
H -2.31249 0.54454 0.23277 0.016 0.060 0.106
H -1.11238 -0.94639 1.84916 -0.052 0.084 0.081
H -2.69097 -1.16644 4.04962 0.068 0.051 -0.088
H -4.90386 0.32115 3.53188 0.088 0.080 -0.048
H -4.53948 1.35999 1.04641 0.075 -0.027 0.086
N -5.12186 -0.53005 6.24362 0.021 0.036 0.114
C -4.00615 0.12964 6.68532 0.066 0.008 -0.015
C -4.40213 1.05053 7.62390 0.229 -0.091 -0.085
C -5.80835 0.93879 7.75793 -0.235 -0.102 -0.045
C -6.22449 -0.04615 6.89630 -0.089 0.004 -0.023
H -5.13017 -1.25806 5.54773 0.028 0.121 0.117
H -3.02977 -0.11148 6.29344 -0.085 0.075 0.029
H -3.75162 1.72872 8.15593 -0.047 -0.069 -0.065
H -6.44539 1.51480 8.41277 0.048 -0.059 -0.070
H -7.20721 -0.44260 6.69076 0.082 0.064 0.032
N 4.69777 1.85428 0.69442 0.255 -0.089 0.405
C 5.76079 2.15311 -0.11106 -0.124 0.018 -0.104
C 6.84226 2.42057 0.69492 -0.043 -0.034 -0.169
C 6.41525 2.27139 2.03756 -0.047 -0.054 0.287
C 5.08766 1.91862 2.00614 -0.042 -0.027 -0.100
H 3.76901 1.62151 0.37048 0.220 0.263 -0.425
H 5.65677 2.15126 -1.18613 -0.045 -0.050 0.081
H 7.83082 2.69214 0.35485 -0.094 -0.018 0.010
H 7.01230 2.40631 2.92793 -0.063 -0.009 -0.059
H 4.38853 1.70975 2.80251 0.103 0.075 0.001
N 1.72281 0.67943 3.34305 -0.099 -0.070 0.116
C 2.33926 -0.12782 4.26134 0.098 -0.037 0.009
C 1.52081 -0.22008 5.36078 0.208 -0.119 -0.064
C 0.36524 0.55594 5.09282 -0.139 0.120 -0.142
C 0.51715 1.09634 3.83951 -0.018 0.100 -0.040
H 2.09786 0.92753 2.44139 -0.077 -0.035 0.132
H 3.30473 -0.56420 4.05435 -0.080 0.044 0.036
H 1.72996 -0.78436 6.25766 0.000 0.046 -0.087
H -0.48372 0.70228 5.74440 0.067 0.016 -0.076
H -0.12632 1.74088 3.25992 0.033 -0.066 0.076
N -4.55979 -2.94854 0.97052 -0.013 -0.112 -0.041
C -5.71171 -3.68397 0.89839 0.036 0.075 -0.008
C -5.48402 -4.74879 0.06041 -0.222 0.014 0.119
C -4.14261 -4.65473 -0.38472 0.222 0.062 -0.040
C -3.59673 -3.53536 0.19597 -0.022 0.079 0.018
H -4.43860 -2.10411 1.51226 0.079 -0.043 -0.030
H -6.59259 -3.38647 1.44677 0.063 -0.039 -0.075
H -6.20294 -5.51105 -0.20170 0.059 0.069 0.033
H -3.63237 -5.33089 -1.05484 -0.038 0.067 0.063
H -2.60870 -3.10662 0.12365 -0.093 -0.041 0.009
```
Forces are in eV/Å.

***

(2)
Here is a molecular structure, C5H15CuN3O in a non-equilibrium geometry from the Open Molecules 2025 dataset. Energies are from wB97M-V/def2-TZVPD.

Computed properties:
**Molecular weight**: 196.741 g mol⁻¹
**2S+1**: 1
**Total charge**: +1

Geometry as XYZ:
```
25
Properties=species:S:1:pos:R:3:forces:R:3
Cu -0.22463 -0.58749 -0.27123 0.000 -0.084 -0.508
N 0.13909 0.87497 -4.14312 -1.897 -0.762 -3.422
C 0.73877 0.27276 -3.09336 -3.329 -0.293 0.949
O -0.06022 -0.38316 -2.28286 3.170 1.201 -1.278
C 2.18155 0.65193 -3.00896 2.371 -1.682 0.982
C 2.83167 0.48175 -1.60541 -2.984 1.830 1.423
H -0.58961 0.50648 -4.91168 1.593 0.464 3.429
H 0.65175 1.57207 -4.65069 0.713 0.015 0.115
H 2.45430 1.57347 -3.61766 -0.475 -1.071 1.256
H 2.86896 -0.13698 -3.33157 -0.988 -0.381 -1.943
H 2.31495 1.26593 -1.06569 0.198 0.135 1.140
H 3.83874 0.68344 -1.49528 2.195 0.768 -0.676
N -3.16975 -1.03503 2.11916 -3.249 3.950 -0.369
C -2.17917 -1.00488 3.21285 0.289 1.665 -0.615
C -0.61326 -0.74463 2.70412 -1.716 -0.272 0.273
N -0.15040 0.54783 3.03738 1.493 -0.506 -0.089
H -3.94978 -0.07489 2.07049 3.630 -3.078 0.199
H 2.75286 -0.43472 -1.00672 -0.779 -0.281 -0.932
H -0.95374 1.06059 2.99597 -1.839 2.697 0.167
H -2.38978 -1.99824 3.63063 1.141 0.474 0.702
H -2.33107 -0.11282 3.91717 0.020 -1.650 -0.499
H -0.75263 -0.70821 1.48948 0.352 -0.993 1.236
H -0.04338 -1.53611 3.18525 0.462 -0.197 -0.997
H -3.90956 -1.65090 2.42798 0.131 -0.679 -0.230
H 0.54436 0.91685 3.69373 -0.505 -1.267 -0.315
```
Forces are in eV/Å.

***

(3)
Here is a single C8H12 molecule in a non-equilibrium geometry from the Open Molecules 2025 dataset. Energies are from wB97M-V/def2-TZVPD.

Computed properties:
**Energy above the lowest of the compared OMol25 structures with the same formula, charge and spin**: 42.6 kcal/mol
**Molecular weight**: 108.184 g mol⁻¹
**2S+1**: 1
**Structure (SMILES)**: C1=C2CCC[C@H]2CC1

Geometry as XYZ:
```
20
Properties=species:S:1:pos:R:3:forces:R:3
C 1.36893 1.70068 0.16956 -0.385 -1.514 -1.093
C 0.98506 0.90230 -1.14997 -0.296 -1.376 2.361
C -0.33062 0.32697 -0.66337 -2.167 0.066 1.463
C -0.89259 -0.89427 -1.30666 3.997 -1.053 -0.445
C -1.29955 -1.79468 -0.14571 -1.398 -1.294 0.979
C -0.70475 -1.20861 1.22801 1.913 1.171 -4.345
C -0.00723 -0.12261 0.72998 -2.272 -0.371 3.355
C 0.72244 0.98307 1.46037 1.734 -0.188 -1.319
H 0.82795 2.58281 -0.00236 0.029 1.862 0.272
H 2.42084 1.74052 0.06380 1.137 0.893 0.909
H 0.88190 1.36162 -2.08480 0.001 1.696 -1.053
H 1.74355 0.09383 -1.37613 -0.976 0.346 0.637
H -1.29154 0.98099 -0.41729 2.237 0.069 -1.044
H 0.11222 -1.26731 -1.86030 -2.658 -0.021 0.713
H -1.68445 -0.68596 -1.97431 -0.608 -0.061 -0.963
H -0.78409 -2.77363 -0.20637 -1.079 0.073 -0.386
H -2.45917 -1.84347 -0.27937 1.902 -0.564 1.076
H -0.36148 -1.84140 2.05608 -0.805 0.525 -0.065
H 0.06738 1.74391 1.96340 0.448 -1.041 -0.336
H 1.47676 0.55106 2.18445 -0.755 0.783 -0.718
```
Forces are in eV/Å.

***

(4)
Here is a single C5H7N molecule in a non-equilibrium geometry from the Open Molecules 2025 dataset. Energies are from wB97M-V/def2-TZVPD.

Computed properties:
**Energy above the lowest of the compared OMol25 structures with the same formula, charge and spin**: 53.4 kcal/mol
**Molecular weight**: 81.118 g mol⁻¹
**2S+1**: 1
**Structure (SMILES)**: C=C1CC=CN1

Geometry as XYZ:
```
13
Properties=species:S:1:pos:R:3:forces:R:3
C 1.99970 -0.15662 0.43181 0.006 -0.110 -0.185
C 0.66956 -0.09960 0.26778 0.244 -0.429 0.703
C -0.15808 1.09291 -0.11323 0.643 -0.091 -0.731
C -1.58685 0.64111 -0.06506 0.195 -0.240 -0.332
C -1.54610 -0.69886 -0.06745 0.076 0.124 -0.045
N -0.22027 -1.14165 -0.03083 0.272 -0.249 0.286
H 2.53621 -1.03870 0.10472 0.072 -0.113 0.479
H 0.42889 0.76327 -1.05003 -1.996 1.877 -0.722
H 2.55953 0.77244 0.50798 -0.143 -0.241 0.146
H 0.09986 2.12276 0.13376 0.196 -0.426 0.249
H -2.47944 1.25938 -0.06788 0.360 -0.142 -0.110
H -2.35177 -1.42012 -0.16109 0.182 0.166 0.158
H 0.04877 -2.09630 0.10951 -0.107 -0.124 0.102
```
Forces are in eV/Å.

***

no.,LUMO (eV),HOMO level (eV),HOMO-LUMO gap (eV)
1,1.956,-3.85,5.8
2,-3.715,-12.35,8.6
3,0.997,-8.56,9.6
4,1.049,-7.31,8.4